Record 1
Below is C15H21AlF4N2O2 as an isolated structure, with properties calculated with ωB97M-V/def2-TZVPD.

Last column: natural (NBO) charge in e.
Geometry (Å):
C  -0.568  3.631  2.462  -0.70
C  -0.567  2.807  1.203  0.49
C  0.431  3.253  0.158  -0.73
N  -1.396  1.849  1.030  -0.55
C  -1.057  0.472  1.001  0.42
C  -0.356  -0.067  -0.240  -0.56
C  -0.993  0.204  -1.581  0.60
O  -1.883  0.991  -1.744  -0.52
C  -0.482  -0.596  -2.741  -0.20
C  0.462  -1.613  -2.602  -0.12
C  0.897  -2.354  -3.690  -0.23
C  0.369  -2.074  -4.947  -0.18
C  -0.553  -1.043  -5.098  -0.22
C  -0.982  -0.301  -4.012  -0.15
C  -0.090  0.138  2.156  -0.28
N  -0.004  -1.320  2.397  -0.52
C  -1.367  -1.976  2.529  -0.25
C  -2.448  -0.922  2.309  -0.09
O  -2.284  -0.276  1.084  -0.51
H  0.436  3.690  2.876  0.24
H  -0.986  4.624  2.298  0.24
H  -1.234  3.140  3.168  0.22
H  -0.103  3.347  -0.785  0.25
H  0.783  4.249  0.407  0.22
H  1.261  2.558  0.039  0.26
H  0.680  0.229  -0.182  0.26
H  -0.352  -1.152  -0.122  0.21
H  0.871  -1.823  -1.624  0.21
H  1.623  -3.141  -3.569  0.22
H  0.663  -2.641  -5.817  0.22
H  -0.950  -0.843  -6.083  0.21
H  -1.703  0.491  -4.131  0.23
H  -0.379  0.673  3.056  0.23
H  0.918  0.470  1.918  0.27
H  0.511  -1.504  3.256  0.44
H  0.555  -1.772  1.656  0.49
H  -1.450  -2.733  1.758  0.23
H  -1.476  -2.419  3.512  0.22
H  -2.538  -0.237  3.157  0.18
H  -3.395  -1.455  2.266  0.22
F  3.634  0.759  0.834  -0.78
Al  3.867  -0.911  0.649  2.16
F  4.541  -1.245  -0.849  -0.77
F  2.279  -1.644  0.744  -0.81
F  4.819  -1.512  1.895  -0.77

The HOMO energy comes out at -8.75 eV. As for the total charge: 0. Its orbital gap is 8.316 eV.

Record 2
Below is C32H43InNO4PS2SeSi as an isolated structure, with properties calculated with ωB97M-V/def2-TZVPD.

Last column: Mulliken spin population.
Geometry (Å):
In  -0.796  -0.668  0.881  0.19
O  0.314  -4.464  -0.298  0.01
N  0.303  -3.406  -1.183  -0.01
C  1.464  -2.928  -1.371  -0.01
C  2.736  -3.385  -0.742  0.00
C  3.740  -3.851  -1.591  0.00
C  4.939  -4.319  -1.086  0.00
C  5.156  -4.310  0.284  0.00
C  4.176  -3.829  1.134  0.00
C  2.950  -3.366  0.651  -0.01
P  1.716  -2.532  1.785  0.05
C  2.882  -1.437  2.699  0.00
C  3.908  -0.776  2.017  0.00
C  4.746  0.109  2.683  0.00
C  4.551  0.374  4.031  0.00
C  3.507  -0.242  4.707  -0.01
C  2.678  -1.140  4.047  -0.01
C  1.401  -3.883  3.002  0.00
C  2.335  -4.329  3.932  0.00
C  2.013  -5.329  4.841  0.00
C  0.748  -5.896  4.839  0.00
C  -0.198  -5.453  3.924  0.00
C  0.127  -4.451  3.022  0.00
H  -0.614  -4.703  -0.244  0.00
H  1.487  -2.154  -2.132  0.01
H  3.562  -3.864  -2.662  0.00
H  5.701  -4.692  -1.759  0.00
H  6.104  -4.652  0.684  0.00
H  4.377  -3.779  2.195  0.00
H  4.060  -0.957  0.961  0.00
H  5.554  0.590  2.144  0.00
H  5.206  1.063  4.552  0.00
H  3.333  -0.019  5.753  0.00
H  1.850  -1.602  4.571  0.02
H  3.317  -3.877  3.986  0.00
H  2.752  -5.660  5.561  0.00
H  0.492  -6.661  5.562  0.00
H  -1.200  -5.865  3.927  0.00
H  -0.635  -4.063  2.365  0.00
C  -0.352  3.975  0.836  0.00
C  -1.808  3.554  0.613  -0.01
C  -2.600  4.642  -0.142  0.00
C  -3.292  2.103  2.143  0.00
O  -1.815  2.291  -0.083  -0.01
Si  -1.512  1.933  -1.686  0.02
S  -0.455  0.147  -1.807  0.19
O  -2.957  1.972  -2.482  -0.01
C  -4.002  1.015  -2.662  -0.01
C  -3.594  -0.010  -3.721  0.00
C  -5.216  1.802  -3.142  0.00
C  -4.324  0.311  -1.346  -0.03
O  -0.683  3.207  -2.318  0.02
C  -0.360  3.577  -3.663  0.00
C  -0.364  2.383  -4.620  0.02
C  -1.388  4.608  -4.126  0.00
C  1.032  4.196  -3.609  0.00
H  -0.310  4.885  1.429  0.00
H  0.126  4.131  -0.130  0.00
H  0.176  3.182  1.369  0.00
H  -2.608  5.550  0.458  0.00
H  -3.630  4.311  -0.300  0.00
H  -2.139  4.838  -1.103  0.00
H  -4.087  2.222  2.874  0.00
H  -2.601  1.353  2.558  -0.01
H  -3.663  1.681  1.209  0.00
H  -3.438  0.485  -4.684  0.00
H  -4.377  -0.765  -3.834  0.00
H  -2.664  -0.495  -3.423  0.00
H  -4.964  2.362  -4.045  0.00
H  -5.536  2.509  -2.372  0.00
H  -6.042  1.122  -3.363  0.00
H  -3.482  -0.312  -1.035  0.03
H  -5.207  -0.323  -1.462  0.00
H  -4.522  1.048  -0.563  0.00
H  -1.379  1.997  -4.731  -0.01
H  0.262  1.582  -4.225  0.00
H  0.013  2.694  -5.598  0.00
H  -2.387  4.170  -4.065  0.00
H  -1.190  4.909  -5.158  0.00
H  -1.355  5.495  -3.489  0.00
H  1.737  3.472  -3.197  0.00
H  1.024  5.079  -2.966  0.00
H  1.360  4.487  -4.611  0.00
S  -2.519  4.525  3.092  0.00
C  -2.543  3.362  1.943  0.00
Se  -1.103  -0.856  3.564  0.56

As for the multiplicity: 2. The HOMO energy (alpha / beta) comes out at -3.32 / -4.03 eV. The expectation value of S² is 0.7659. As for the total charge: -1. Its orbital gap (alpha / beta) is 5.746 / 6.102 eV.

Record 3
Below is a 5-piece molecular cluster, C35H75FNO17 overall, with properties calculated with ωB97M-V/def2-TZVPD.

Last column: Mulliken charge in e.
Geometry (Å):
C  -5.664  -1.021  -1.405  -0.19
C  -6.494  -1.105  -0.083  0.41
O  -7.202  -2.005  0.120  -0.46
O  -6.290  -0.046  0.814  -0.31
C  -7.002  1.107  0.391  0.26
C  -6.095  2.396  0.450  -0.73
N  -5.756  2.916  -0.916  0.39
C  -6.721  4.015  -1.251  -0.72
C  -8.136  3.486  -1.656  0.52
O  -8.931  3.302  -0.807  -0.43
O  -8.456  3.288  -2.976  -0.38
C  -9.293  2.141  -3.187  0.66
C  -8.570  0.842  -3.592  -0.71
O  -10.433  2.203  -3.083  -0.35
C  -4.362  3.454  -1.043  -0.93
C  -3.267  2.363  -1.192  0.52
C  -3.060  1.867  -2.659  -1.25
F  -3.431  1.278  -0.339  -0.32
H  -4.683  -0.582  -1.133  -0.04
H  -6.159  -0.347  -2.132  -0.09
H  -5.519  -2.038  -1.797  0.44
H  -7.922  1.296  0.981  0.34
H  -7.366  0.951  -0.655  -0.43
H  -6.666  3.128  1.052  0.38
H  -5.215  2.116  1.057  0.33
H  -5.881  2.195  -1.640  0.19
H  -6.379  4.642  -2.102  0.47
H  -6.899  4.714  -0.417  0.46
H  -8.326  0.264  -2.679  0.05
H  -7.636  1.137  -4.115  0.31
H  -9.221  0.270  -4.273  0.39
H  -4.282  4.102  -1.939  0.46
H  -4.122  4.124  -0.191  0.40
H  -2.305  2.844  -0.913  0.30
H  -3.064  2.694  -3.390  0.40
H  -3.743  1.036  -2.926  0.27
H  -2.037  1.436  -2.685  0.33
C  0.769  3.735  2.634  -1.12
O  -0.019  2.564  2.734  -0.11
C  0.721  1.423  3.157  -0.06
C  -0.048  0.620  4.196  -0.27
O  -0.172  1.239  5.472  -0.49
C  -1.003  2.390  5.563  -0.30
C  -2.485  2.131  5.353  -0.59
O  -2.758  1.835  3.988  -0.19
C  -3.699  0.800  3.804  -0.74
H  1.386  3.704  1.731  0.37
H  0.094  4.590  2.577  0.31
H  1.402  3.868  3.517  0.41
H  1.694  1.710  3.569  0.17
H  0.890  0.800  2.270  0.13
H  0.512  -0.302  4.378  0.47
H  -1.023  0.306  3.821  -0.01
H  -0.641  3.185  4.911  0.01
H  -0.877  2.755  6.586  0.44
H  -3.047  3.035  5.615  0.39
H  -2.808  1.315  6.008  0.36
H  -3.503  -0.049  4.467  0.48
H  -3.615  0.447  2.775  0.05
H  -4.716  1.177  3.970  0.32
C  -0.558  -1.811  0.381  -0.61
O  0.568  -2.561  -0.011  -0.31
C  0.397  -3.235  -1.252  -0.54
C  1.630  -3.111  -2.128  0.06
O  1.865  -1.809  -2.662  -0.51
C  2.255  -0.778  -1.761  -0.01
C  3.633  -0.944  -1.142  -0.57
O  3.646  -1.994  -0.187  -0.22
C  4.810  -2.792  -0.238  -0.87
H  -1.342  -2.474  0.763  0.43
H  -0.247  -1.129  1.175  0.05
H  -0.945  -1.205  -0.447  0.27
H  -0.473  -2.849  -1.797  0.29
H  0.225  -4.293  -1.028  0.42
H  1.478  -3.755  -2.998  0.30
H  2.519  -3.492  -1.626  -0.10
H  1.491  -0.618  -0.998  -0.16
H  2.278  0.134  -2.365  0.43
H  3.900  -0.019  -0.616  0.37
H  4.366  -1.121  -1.936  0.36
H  5.073  -3.052  -1.270  0.39
H  4.607  -3.719  0.299  0.24
H  5.650  -2.280  0.243  0.29
C  1.435  -9.684  -0.958  -0.81
O  1.827  -9.434  -2.293  -0.28
C  0.982  -8.514  -2.968  -0.58
C  1.785  -7.512  -3.782  -0.32
O  2.513  -6.555  -3.019  -0.32
C  3.627  -7.022  -2.262  -0.14
C  4.809  -7.511  -3.082  -0.64
O  4.524  -8.750  -3.713  -0.28
C  5.013  -8.838  -5.036  -0.81
H  0.566  -10.348  -0.932  0.32
H  2.270  -10.168  -0.450  0.24
H  1.213  -8.754  -0.426  0.36
H  0.338  -7.975  -2.264  0.32
H  0.344  -9.093  -3.647  0.40
H  1.072  -6.926  -4.371  0.42
H  2.432  -8.010  -4.503  0.10
H  3.315  -7.765  -1.529  0.11
H  3.965  -6.154  -1.689  0.26
H  5.663  -7.673  -2.413  0.40
H  5.080  -6.745  -3.818  0.35
H  4.798  -7.927  -5.604  0.37
H  4.504  -9.668  -5.527  0.24
H  6.090  -9.032  -5.035  0.32
C  7.476  8.069  1.559  -0.83
O  6.742  7.237  2.436  -0.28
C  5.379  7.614  2.564  -0.66
C  4.461  6.403  2.530  -0.15
O  4.349  5.762  1.263  -0.46
C  5.486  5.062  0.767  -0.31
C  5.866  3.811  1.543  -0.44
O  6.424  4.136  2.806  -0.30
C  5.993  3.289  3.851  -0.62
H  7.707  9.024  2.041  0.32
H  8.407  7.558  1.314  0.24
H  6.933  8.243  0.624  0.38
H  5.083  8.314  1.775  0.35
H  5.268  8.116  3.533  0.38
H  3.452  6.754  2.765  0.39
H  4.717  5.684  3.309  0.09
H  6.336  5.734  0.652  0.08
H  5.208  4.746  -0.242  0.43
H  6.629  3.262  0.978  0.41
H  4.981  3.173  1.653  0.24
H  4.910  3.123  3.811  0.18
H  6.222  3.779  4.797  0.25
H  6.519  2.330  3.811  0.32

The HOMO energy comes out at -10.28 eV. As for the total charge: +1. Its orbital gap is 7.094 eV.

Record 4
Below is one molecule with the formula C10H13P, with properties calculated with ωB97M-V/def2-TZVPD.

Last column: natural (NBO) charge in e.
Geometry (Å):
C  2.870  -0.380  -0.527  -0.22
C  2.408  -1.521  0.080  -0.20
C  1.962  0.578  -0.986  -0.19
C  1.093  -1.763  0.483  -0.23
C  0.630  0.413  -0.537  -0.04
C  0.268  -0.681  0.223  -0.05
C  -0.669  1.109  -0.806  -0.20
C  -1.285  -0.343  0.189  -0.23
C  -0.954  2.360  -0.135  -0.64
C  -1.770  0.070  1.557  -0.66
P  -2.277  -1.515  -0.863  0.32
H  3.922  -0.136  -0.679  0.21
H  3.153  -2.214  0.337  0.20
H  2.245  1.378  -1.671  0.21
H  0.956  -2.639  1.101  0.23
H  -0.907  1.182  -1.836  0.21
H  -0.153  3.128  -0.240  0.22
H  -0.875  2.279  0.952  0.21
H  -1.991  2.718  -0.201  0.22
H  -2.673  0.719  1.285  0.23
H  -0.909  0.452  2.059  0.23
H  -2.091  -0.898  2.108  0.22
H  -1.794  -2.625  -0.105  -0.03
H  -1.159  -1.672  -1.788  -0.01

The HOMO energy comes out at -8.77 eV. The energy relative to the best compared isomer or geometry (same formula, charge and spin) comes out at 15.2 kcal/mol. As for the total charge: 0. Its orbital gap is 9.638 eV.